# 1
{"formula": "C57H52InN7O3P", "method": "the ωB97M-V functional and the def2-TZVPD basis", "species": ["In", "C", "C", "C", "N", "C", "C", "C", "C", "C", "C", "C", "N", "C", "C", "C", "N", "C", "C", "C", "C", "C", "C", "C", "N", "C", "C", "H", "H", "H", "H", "H", "H", "H", "H", "H", "H", "H", "H", "H", "H", "H", "H", "H", "H", "H", "H", "H", "H", "H", "H", "H", "H", "C", "O", "C", "C", "C", "C", "C", "C", "N", "N", "C", "C", "C", "C", "O", "C", "N", "C", "C", "C", "C", "H", "H", "H", "H", "H", "H", "H", "H", "H", "H", "H", "H", "O", "C", "C", "C", "C", "C", "C", "C", "P", "C", "C", "C", "C", "C", "C", "C", "C", "C", "C", "C", "C", "H", "H", "H", "H", "H", "H", "H", "H", "H", "H", "H", "H", "H", "H"], "positions_angstrom": [[0.14284, 0.38467, 1.09847], [-0.33291, -3.81080, 2.07276], [0.30890, -3.96669, 0.68499], [0.60496, -2.65250, -0.06843], [1.19314, -1.63575, 0.79968], [2.37855, -1.82649, 1.31434], [3.30220, -2.78081, 0.79944], [4.43176, -3.35034, 1.35210], [4.95135, -3.23764, 2.63632], [4.46540, -2.38448, 3.61866], [3.52479, -1.37715, 3.54321], [2.72842, -0.91146, 2.44923], [2.11336, 0.23197, 2.43144], [2.29709, 1.17302, 3.51847], [1.23681, 0.98580, 4.61204], [-0.12490, 1.59039, 4.22610], [-0.99242, 0.74120, 3.43721], [-1.81006, -0.08865, 4.04894], [-1.77419, -0.37987, 5.42606], [-2.61373, -1.16536, 6.23344], [-3.75847, -1.85854, 5.94996], [-4.40344, -1.90066, 4.68521], [-4.04784, -1.38149, 3.48725], [-2.83041, -0.65850, 3.04380], [-2.00358, -1.37305, 1.95118], [-2.47781, -2.61012, 1.35839], [-1.86155, -3.78783, 2.10683], [0.03062, -2.88723, 2.52607], [0.01067, -4.62369, 2.71675], [-0.32316, -4.58735, 0.03924], [1.25210, -4.50270, 0.81024], [-0.30001, -2.22175, -0.48321], [1.24050, -2.88200, -0.93070], [3.05671, -3.11960, -0.20025], [4.95629, -4.03961, 0.69621], [5.77904, -3.88455, 2.89885], [4.92021, -2.49660, 4.59896], [3.36115, -0.84092, 4.46815], [2.19597, 2.18376, 3.10632], [3.30274, 1.10490, 3.94380], [1.59432, 1.45167, 5.53613], [1.11022, -0.08286, 4.80614], [0.07573, 2.48426, 3.62154], [-0.64260, 1.94488, 5.12480], [-0.94538, 0.06713, 5.95815], [-2.29745, -1.21227, 7.27287], [-4.24485, -2.38346, 6.76317], [-5.35859, -2.42165, 4.67974], [-4.76599, -1.51667, 2.68497], [-2.12607, -2.58510, 0.32649], [-3.56931, -2.69364, 1.32967], [-2.27557, -4.70539, 1.67625], [-2.18622, -3.74829, 3.15085], [2.90324, -5.94694, -6.61429], [3.49670, -5.16613, -5.59861], [3.46070, -3.81012, -5.75542], [3.05514, -3.16639, -6.91382], [3.07782, -1.77233, -6.97035], [3.45915, -1.02078, -5.87778], [3.89072, -1.68134, -4.72344], [3.89578, -3.05745, -4.66429], [3.59005, 0.40785, -6.02767], [3.11382, 1.19805, -5.19452], [2.20121, 0.80018, -4.18446], [1.15474, -0.08930, -4.37113], [0.24737, -0.39221, -3.36722], [0.34723, 0.16690, -2.07868], [-0.45888, -0.10994, -1.13612], [1.42669, 1.12550, -1.88196], [1.54411, 1.66286, -0.64221], [2.51790, 2.49805, -0.38655], [3.43763, 2.90754, -1.36870], [3.33811, 2.38776, -2.62801], [2.31551, 1.45421, -2.92759], [2.90986, -6.97273, -6.25589], [3.46962, -5.89049, -7.54833], [1.87192, -5.63740, -6.80362], [2.73441, -3.72445, -7.78187], [2.77541, -1.26246, -7.87752], [4.21743, -1.10355, -3.86776], [4.22730, -3.57472, -3.77280], [1.02338, -0.54182, -5.34587], [-0.57875, -1.06739, -3.55216], [2.58266, 2.87477, 0.63033], [4.21327, 3.61857, -1.11534], [4.03124, 2.66741, -3.41083], [-2.31065, -0.27075, 1.01269], [-3.06901, 0.37224, 1.95745], [-3.73794, 1.58300, 1.81122], [-4.73924, 1.88993, 2.77826], [-5.58320, 2.95435, 2.59612], [-5.47502, 3.76823, 1.45787], [-4.44177, 3.54367, 0.56435], [-3.52697, 2.50591, 0.73655], [-1.94345, 2.45380, -0.19211], [-2.44424, 2.47667, -1.94905], [-1.55827, 2.93732, -2.92579], [-1.81859, 2.73682, -4.27374], [-2.96704, 2.06454, -4.67007], [-3.84981, 1.59124, -3.70817], [-3.58555, 1.78697, -2.35941], [-1.31523, 4.16684, 0.07287], [-0.32379, 4.32095, 1.03961], [0.22589, 5.56623, 1.31611], [-0.20406, 6.68214, 0.61377], [-1.18871, 6.54419, -0.35792], [-1.73950, 5.29879, -0.62352], [-4.84692, 1.24046, 3.63827], [-6.35069, 3.15890, 3.33316], [-6.16117, 4.59123, 1.30391], [-4.31238, 4.21806, -0.27521], [-0.64628, 3.44450, -2.63013], [-1.11291, 3.09204, -5.01487], [-3.16431, 1.89531, -5.72164], [-4.74392, 1.05821, -4.00862], [-4.26769, 1.39878, -1.61166], [0.01553, 3.44159, 1.57981], [0.99476, 5.66190, 2.07359], [0.22609, 7.65532, 0.81717], [-1.52676, 7.41063, -0.91387], [-2.49899, 5.20811, -1.39079]], "forces_ev_per_a": [[0.28, 0.07, -0.08], [-0.03, 0.04, -0.06], [0.06, 0.08, 0.03], [-0.02, -0.05, 0.19], [-0.25, 0.06, -0.15], [0.17, -0.09, 0.06], [-0.03, 0.08, 0.08], [-0.02, 0.03, 0.07], [-0.01, -0.03, -0.07], [-0.02, 0.06, -0.03], [-0.03, -0.04, -0.09], [0.00, -0.16, -0.02], [-0.01, 0.21, 0.01], [-0.08, -0.10, 0.01], [-0.01, 0.03, -0.09], [0.02, -0.03, -0.10], [0.03, 0.07, 0.03], [-0.18, 0.01, 0.11], [-0.12, -0.06, -0.08], [0.06, 0.05, -0.08], [-0.07, -0.04, -0.05], [0.05, -0.02, 0.03], [0.00, 0.02, 0.07], [0.14, 0.08, 0.00], [0.21, 0.07, -0.17], [0.01, -0.04, 0.01], [0.03, 0.10, 0.00], [0.04, -0.04, 0.06], [-0.03, -0.04, -0.02], [0.01, -0.02, 0.01], [-0.01, -0.03, -0.02], [-0.02, 0.01, -0.01], [0.02, 0.05, -0.05], [0.01, -0.04, 0.03], [-0.02, -0.01, -0.01], [0.01, 0.01, 0.00], [0.01, 0.02, 0.01], [0.00, -0.01, 0.01], [-0.01, 0.01, 0.00], [0.05, -0.01, -0.04], [-0.01, 0.04, 0.00], [0.04, 0.02, 0.08], [-0.01, 0.02, 0.04], [-0.06, -0.07, 0.03], [0.03, 0.00, 0.01], [0.03, -0.02, 0.00], [0.00, 0.00, -0.01], [-0.01, 0.02, -0.01], [-0.04, 0.06, 0.02], [-0.03, -0.04, -0.02], [-0.01, 0.05, 0.06], [0.04, -0.03, 0.01], [-0.07, -0.02, -0.02], [0.04, 0.02, 0.01], [-0.08, -0.08, 0.00], [0.05, 0.04, -0.02], [-0.03, 0.08, -0.02], [-0.07, -0.06, -0.07], [0.01, 0.00, -0.03], [0.00, 0.11, 0.02], [0.00, 0.02, 0.01], [0.12, -0.17, 0.08], [-0.23, 0.07, 0.02], [0.09, -0.01, 0.06], [0.03, 0.02, -0.04], [-0.02, 0.03, 0.04], [-0.09, 0.04, -0.04], [0.10, -0.04, 0.07], [0.04, 0.00, 0.06], [0.11, -0.27, -0.08], [-0.07, 0.10, -0.01], [0.00, 0.03, 0.01], [-0.05, -0.03, -0.05], [0.13, 0.03, 0.06], [0.01, -0.01, 0.01], [0.01, 0.01, -0.01], [-0.01, 0.00, 0.01], [0.00, 0.00, 0.00], [0.03, -0.02, 0.00], [-0.01, 0.00, 0.01], [-0.01, 0.01, -0.01], [0.00, -0.04, 0.01], [0.02, 0.01, -0.03], [0.01, -0.01, -0.02], [-0.01, -0.01, 0.00], [0.00, 0.00, 0.02], [-0.40, 0.14, 0.09], [0.16, -0.33, -0.04], [0.03, 0.02, -0.08], [-0.03, 0.05, -0.02], [0.00, 0.01, -0.01], [0.02, -0.01, 0.01], [0.07, -0.01, 0.03], [0.00, -0.09, 0.00], [-0.11, 0.18, 0.08], [0.01, -0.16, 0.02], [0.01, 0.01, -0.02], [-0.01, 0.02, 0.04], [-0.01, -0.02, 0.03], [0.04, 0.02, 0.01], [-0.03, 0.09, -0.01], [-0.02, -0.01, -0.05], [-0.02, -0.02, 0.05], [-0.03, -0.01, -0.03], [-0.03, -0.02, -0.02], [0.02, -0.02, 0.01], [0.01, 0.03, -0.03], [-0.01, -0.01, -0.01], [0.01, -0.01, 0.00], [0.00, -0.01, 0.00], [0.00, 0.00, 0.03], [0.01, 0.00, 0.01], [0.01, 0.00, 0.01], [0.00, 0.02, 0.01], [0.01, 0.00, 0.01], [0.00, 0.00, -0.02], [0.01, 0.01, -0.01], [-0.01, -0.01, 0.00], [0.00, -0.01, 0.00], [0.00, -0.01, 0.01], [0.02, -0.02, -0.02]], "mulliken_charge": [1.196, -0.245, -0.979, -1.202, 0.156, 0.737, -0.678, -0.325, -0.645, -0.628, -1.140, 1.236, -0.162, -1.622, -0.033, -1.529, 0.236, 1.088, -0.987, -0.786, -0.908, -0.852, -1.135, 1.443, 1.178, -0.872, -1.416, -0.066, 0.478, 0.550, 0.331, 0.299, 0.573, 0.429, 0.345, 0.314, 0.344, 0.239, 0.317, 0.561, 0.334, 0.488, 0.074, 0.676, 0.176, 0.292, 0.309, 0.344, 0.327, 0.573, 0.605, 0.462, 0.375, -0.896, -0.429, 0.881, -0.380, -0.682, -0.115, 0.213, -0.764, -0.825, -0.263, -0.286, -0.574, -0.735, 0.566, -0.533, 0.015, 0.394, -0.267, -1.431, -0.773, 1.467, 0.236, 0.335, 0.371, 0.381, 0.376, 0.384, 0.458, 0.401, 0.543, 0.314, 0.428, 0.533, -0.911, -0.177, 1.222, -1.061, -0.883, -0.934, -0.250, 0.048, 2.156, -0.025, -0.487, -0.712, -0.593, -0.751, -0.807, 0.061, 0.097, -0.552, -0.693, -0.748, -0.191, 0.500, 0.394, 0.406, 0.281, 0.461, 0.411, 0.376, 0.413, 0.359, -0.198, 0.457, 0.369, 0.406, 0.330], "lumo_energy_ev": [2.246, 2.205], "total_energy_ev": -90984.020, "gap_ev": [6.07, 5.00], "max_force_ev_per_a": 0.43, "charge": -1}

# 2
{"formula": "C4H7NO2S", "method": "the ωB97M-V functional and the def2-TZVPD basis", "species": ["O", "C", "O", "C", "C", "S", "C", "N", "H", "H", "H", "H", "H", "H", "H"], "positions_angstrom": [[-1.19560, 1.63532, -1.39368], [-0.31171, 1.58398, -0.53585], [0.56009, 2.62993, -0.29289], [0.08628, 0.37106, 0.14870], [1.19648, -0.40464, -0.40230], [1.05278, -2.12131, 0.15776], [-0.63645, -1.77301, 0.89730], [-1.09302, -0.51577, 0.45268], [0.41209, 3.26864, -0.80054], [0.52298, 0.73557, 1.32992], [0.93417, -0.45829, -1.54382], [2.06202, -0.14171, -0.25295], [-1.29192, -2.44166, 0.67438], [-0.60960, -1.75056, 1.97499], [-1.68862, -0.61755, -0.41369]], "forces_ev_per_a": [[1.65, 0.15, 2.06], [-0.67, 1.96, -3.22], [1.16, -9.74, 6.91], [-0.61, -0.20, 7.18], [-8.83, -4.30, -5.57], [-0.70, -0.08, 0.67], [3.98, 3.44, 1.75], [-0.13, 1.74, -2.62], [-2.28, 8.60, -7.00], [-1.39, -0.82, -3.21], [1.06, 0.19, 1.65], [8.85, 3.31, 1.53], [-3.85, -4.51, -1.77], [0.71, -0.08, 0.52], [1.05, 0.34, 1.11]], "mulliken_charge": [-0.555, 0.242, -0.364, 0.397, -0.926, -0.163, -0.699, -0.433, 0.286, 0.214, 0.308, 0.552, 0.549, 0.286, 0.307], "relative_energy_ev": 3.383, "lumo_energy_ev": 0.701, "total_energy_ev": -20679.354, "gap_ev": 9.53, "smiles": "O=C(O)[C@@H]1CSCN1", "max_force_ev_per_a": 12.00}

Repeat the second record exactly.
{"formula": "C4H7NO2S", "method": "the ωB97M-V functional and the def2-TZVPD basis", "species": ["O", "C", "O", "C", "C", "S", "C", "N", "H", "H", "H", "H", "H", "H", "H"], "positions_angstrom": [[-1.19560, 1.63532, -1.39368], [-0.31171, 1.58398, -0.53585], [0.56009, 2.62993, -0.29289], [0.08628, 0.37106, 0.14870], [1.19648, -0.40464, -0.40230], [1.05278, -2.12131, 0.15776], [-0.63645, -1.77301, 0.89730], [-1.09302, -0.51577, 0.45268], [0.41209, 3.26864, -0.80054], [0.52298, 0.73557, 1.32992], [0.93417, -0.45829, -1.54382], [2.06202, -0.14171, -0.25295], [-1.29192, -2.44166, 0.67438], [-0.60960, -1.75056, 1.97499], [-1.68862, -0.61755, -0.41369]], "forces_ev_per_a": [[1.65, 0.15, 2.06], [-0.67, 1.96, -3.22], [1.16, -9.74, 6.91], [-0.61, -0.20, 7.18], [-8.83, -4.30, -5.57], [-0.70, -0.08, 0.67], [3.98, 3.44, 1.75], [-0.13, 1.74, -2.62], [-2.28, 8.60, -7.00], [-1.39, -0.82, -3.21], [1.06, 0.19, 1.65], [8.85, 3.31, 1.53], [-3.85, -4.51, -1.77], [0.71, -0.08, 0.52], [1.05, 0.34, 1.11]], "mulliken_charge": [-0.555, 0.242, -0.364, 0.397, -0.926, -0.163, -0.699, -0.433, 0.286, 0.214, 0.308, 0.552, 0.549, 0.286, 0.307], "relative_energy_ev": 3.383, "lumo_energy_ev": 0.701, "total_energy_ev": -20679.354, "gap_ev": 9.53, "smiles": "O=C(O)[C@@H]1CSCN1", "max_force_ev_per_a": 12.00}